[1]
Formula: C22H52BrIN2NbO7
Source: OMol25
Level of theory: ωB97M-V/def2-TZVPD

Geometry (Å):
1 N 2.432 -5.154 0.995
2 C 2.472 -4.118 0.558
3 O 2.962 -3.007 -0.038
4 Nb 1.324 -1.922 -0.814
5 Br -0.235 -3.186 0.839
6 I 3.088 -0.619 -2.635
7 C 1.025 -3.470 -2.457
8 C -0.302 -4.287 -2.373
9 N -1.521 -3.470 -2.350
10 C 1.794 -0.231 0.635
11 C 0.668 0.198 1.618
12 O -0.379 0.936 0.934
13 C -1.504 0.203 0.730
14 O -2.222 -0.108 1.611
15 H -0.090 -0.998 -1.456
16 H 1.861 -4.190 -2.415
17 H 0.996 -2.937 -3.424
18 H -0.363 -4.927 -3.277
19 H -0.256 -4.996 -1.532
20 H -2.005 -3.579 -1.469
21 H -1.329 -2.494 -2.534
22 H 2.716 -0.451 1.199
23 H 2.020 0.669 0.035
24 H 0.280 -0.605 2.255
25 H 1.122 0.933 2.307
26 H -1.756 -0.083 -0.304
27 C -3.219 2.687 -0.829
28 C -3.698 3.888 -1.626
29 O -4.031 3.587 -2.970
30 C -5.064 2.639 -3.163
31 C -6.395 3.048 -2.553
32 H -2.356 2.225 -1.313
33 H -2.933 2.991 0.179
34 H -3.993 1.922 -0.739
35 H -2.897 4.627 -1.672
36 H -4.542 4.376 -1.125
37 H -4.752 1.657 -2.791
38 H -5.185 2.537 -4.242
39 H -6.334 3.146 -1.468
40 H -7.159 2.302 -2.777
41 H -6.718 4.011 -2.954
42 C -1.981 1.940 4.027
43 C -2.905 0.878 4.592
44 O -3.138 1.007 5.991
45 C -3.734 2.214 6.416
46 C -5.102 2.472 5.805
47 H -1.021 1.928 4.548
48 H -1.805 1.759 2.969
49 H -2.398 2.945 4.130
50 H -2.450 -0.101 4.448
51 H -3.856 0.860 4.049
52 H -3.060 3.058 6.229
53 H -3.839 2.136 7.500
54 H -5.052 2.578 4.721
55 H -5.530 3.392 6.210
56 H -5.780 1.645 6.025
57 C 3.511 -3.386 4.690
58 C 3.304 -2.040 4.017
59 O 2.099 -1.393 4.395
60 C 1.949 -1.089 5.767
61 C 3.025 -0.165 6.312
62 H 2.670 -4.049 4.482
63 H 4.425 -3.855 4.323
64 H 3.596 -3.292 5.775
65 H 3.242 -2.191 2.939
66 H 4.161 -1.379 4.190
67 H 1.893 -2.011 6.357
68 H 0.978 -0.600 5.865
69 H 4.018 -0.614 6.254
70 H 2.827 0.072 7.359
71 H 3.052 0.766 5.742
72 C 5.642 -0.074 -6.335
73 C 4.730 -0.966 -7.161
74 O 3.362 -0.614 -7.083
75 C 3.020 0.687 -7.519
76 C 3.368 0.958 -8.973
77 H 5.335 -0.078 -5.287
78 H 6.674 -0.424 -6.398
79 H 5.620 0.962 -6.678
80 H 4.801 -1.989 -6.789
81 H 5.057 -0.992 -8.208
82 H 3.473 1.438 -6.863
83 H 1.941 0.775 -7.389
84 H 4.442 0.900 -9.155
85 H 3.034 1.957 -9.262
86 H 2.884 0.227 -9.624

Results
E_tot	-4434.24346	a.u.
orbital gap	6.4	eV
total charge	-1
2S+1	1

[2]
Formula: C22H52MgO14S6
Source: OMol25
Level of theory: ωB97M-V/def2-TZVPD

Geometry (Å):
1 Mg -1.623 0.348 -0.220
2 O -0.206 1.555 0.264
3 C 0.780 0.604 0.674
4 C 0.352 -0.949 0.856
5 O -0.858 -1.375 0.293
6 H 1.299 0.919 1.593
7 H 1.623 0.500 -0.036
8 H 0.266 -1.084 1.951
9 H 1.160 -1.598 0.485
10 C 2.748 -1.844 3.466
11 C 4.116 -1.726 4.099
12 C 4.646 -0.288 4.264
13 O 4.996 -0.210 5.640
14 C 4.661 -1.326 6.285
15 O 4.821 -1.507 7.446
16 O 4.075 -2.189 5.444
17 H 2.478 -2.897 3.490
18 H 2.734 -1.421 2.460
19 H 2.038 -1.218 4.012
20 H 4.817 -2.414 3.614
21 H 3.835 0.430 4.139
22 H 5.418 -0.071 3.528
23 C 1.098 -4.366 -1.823
24 C -0.136 -4.804 -1.019
25 C -1.423 -4.112 -1.465
26 O -2.261 -5.219 -1.808
27 C -1.589 -6.366 -1.798
28 O -2.030 -7.429 -2.071
29 O -0.341 -6.164 -1.278
30 H 1.841 -5.160 -1.898
31 H 1.622 -3.494 -1.417
32 H 0.894 -4.049 -2.851
33 H -0.021 -4.598 0.050
34 H -1.224 -3.429 -2.297
35 H -1.899 -3.453 -0.737
36 C 2.104 2.324 -2.112
37 S 3.551 1.249 -2.503
38 O 3.611 0.995 -3.981
39 C 4.752 2.597 -2.180
40 H 1.171 1.792 -1.977
41 H 2.077 2.980 -2.992
42 H 2.278 3.015 -1.292
43 H 5.688 2.251 -1.740
44 H 4.316 3.270 -1.447
45 H 4.984 3.089 -3.123
46 C -5.943 -0.430 -0.434
47 S -4.767 -1.027 -1.682
48 O -3.478 -1.005 -0.921
49 C -5.242 -2.742 -1.696
50 H -5.664 0.576 -0.125
51 H -5.941 -1.109 0.415
52 H -6.934 -0.315 -0.884
53 H -4.498 -3.365 -2.186
54 H -6.255 -2.882 -2.083
55 H -5.320 -3.113 -0.669
56 C -4.672 0.190 3.276
57 S -3.168 -0.417 2.500
58 O -2.895 0.475 1.335
59 C -2.008 0.244 3.752
60 H -5.592 -0.125 2.786
61 H -4.694 1.276 3.165
62 H -4.586 -0.252 4.268
63 H -2.382 0.002 4.748
64 H -2.018 1.322 3.599
65 H -1.034 -0.208 3.599
66 C 5.442 4.588 2.394
67 S 5.315 2.814 2.910
68 O 4.612 2.807 4.237
69 C 4.192 2.136 1.662
70 H 4.455 4.996 2.199
71 H 6.010 4.620 1.462
72 H 6.048 4.951 3.218
73 H 4.816 2.224 0.768
74 H 3.317 2.770 1.507
75 H 3.862 1.131 1.896
76 C -4.480 3.291 -2.737
77 S -3.482 3.097 -1.260
78 O -2.990 1.716 -0.899
79 C -2.033 3.973 -1.857
80 H -3.961 2.931 -3.626
81 H -4.844 4.311 -2.740
82 H -5.307 2.585 -2.607
83 H -1.351 4.135 -1.023
84 H -2.221 4.963 -2.275
85 H -1.538 3.365 -2.616
86 C 0.196 0.364 -4.414
87 S -1.193 -0.447 -3.556
88 O -1.351 0.180 -2.217
89 C -2.546 0.088 -4.640
90 H 1.088 -0.259 -4.426
91 H 0.430 1.357 -4.038
92 H -0.053 0.504 -5.470
93 H -3.177 -0.742 -4.964
94 H -2.191 0.556 -5.556
95 H -3.217 0.742 -4.082

Results
E_tot	-4511.90105	a.u.
orbital gap	6.7	eV
2S+1	1

[3]
Formula: C22H53ClOP2Tl
Source: OMol25
Level of theory: ωB97M-V/def2-TZVPD

Geometry (Å):
1 Tl 0.967 -1.030 1.200
2 Cl -0.234 -0.145 -3.077
3 P -0.418 -3.050 -0.847
4 C 0.549 -3.723 -2.294
5 C -0.459 -4.384 0.457
6 C -2.131 -3.040 -1.581
7 C 1.920 -3.039 -2.412
8 H -0.063 -3.404 -3.158
9 C 0.678 -5.241 -2.329
10 H 1.227 -5.637 -1.468
11 H 1.238 -5.521 -3.232
12 H -0.289 -5.752 -2.375
13 H 1.816 -1.961 -2.566
14 H 2.451 -3.447 -3.280
15 H 2.549 -3.209 -1.531
16 H -1.952 -2.536 -2.547
17 C -3.106 -2.161 -0.782
18 C -2.680 -4.440 -1.851
19 H -2.126 -4.950 -2.648
20 H -3.724 -4.361 -2.183
21 H -2.662 -5.076 -0.955
22 H -2.689 -1.162 -0.591
23 H -3.376 -2.618 0.181
24 H -4.032 -2.031 -1.362
25 C 0.937 -4.674 1.029
26 H -0.810 -5.287 -0.071
27 C -1.433 -4.043 1.591
28 H 1.669 -4.988 0.276
29 H 0.846 -5.491 1.754
30 H 1.364 -3.812 1.565
31 H -1.304 -3.012 1.964
32 H -1.255 -4.733 2.431
33 H -2.481 -4.173 1.291
34 H 1.989 -1.404 -0.098
35 H -0.185 0.444 -1.921
36 P 0.186 3.335 -1.229
37 C -1.082 4.170 -2.303
38 C 0.169 4.280 0.373
39 C 1.859 3.533 -2.009
40 C -2.388 3.366 -2.250
41 H -0.647 4.069 -3.314
42 C -1.326 5.658 -2.030
43 H -1.707 5.849 -1.015
44 H -2.091 6.015 -2.737
45 H -0.435 6.280 -2.180
46 H -2.188 2.298 -2.379
47 H -3.031 3.699 -3.075
48 H -2.947 3.521 -1.318
49 H 1.626 3.201 -3.039
50 C 2.870 2.546 -1.394
51 C 2.403 4.962 -2.066
52 H 1.813 5.609 -2.730
53 H 3.423 4.933 -2.474
54 H 2.451 5.436 -1.076
55 H 2.423 1.559 -1.195
56 H 3.309 2.927 -0.460
57 H 3.692 2.399 -2.109
58 C -1.104 3.901 1.150
59 H 0.134 5.358 0.131
60 C 1.400 4.015 1.251
61 H -2.023 4.232 0.648
62 H -1.059 4.369 2.140
63 H -1.173 2.812 1.296
64 H 1.595 2.937 1.375
65 H 1.197 4.428 2.250
66 H 2.311 4.489 0.864
67 C 1.912 -0.123 3.980
68 C 0.393 -0.274 4.065
69 C 0.031 -1.498 4.913
70 C -0.209 0.981 4.701
71 O -0.199 -0.412 2.795
72 H 2.325 0.111 4.969
73 H 2.194 0.702 3.312
74 H 2.398 -1.045 3.629
75 H 0.551 -1.474 5.880
76 H -1.047 -1.519 5.113
77 H 0.293 -2.439 4.406
78 H -0.071 1.840 4.033
79 H -1.282 0.840 4.865
80 H 0.260 1.214 5.667

Results
E_tot	-2260.52052	a.u.
orbital gap (spin up / spin down)	3.5 / 3.2	eV
total charge	-1
2S+1	1